Entry from the OMol25 dataset: C21H48BF4N10Zr as an isolated structure (ωB97M-V/def2-TZVPD).

XYZ file:
```
85
Properties=species:S:1:pos:R:3:mulliken_charge:R:1
Zr 0.035 0.319 -0.192 -0.735
C -0.207 0.279 -5.030 -0.868
N 0.791 1.144 -4.394 0.149
C 1.684 1.843 -5.332 -1.142
C 0.885 1.265 -3.079 0.066
N -0.148 1.060 -2.238 1.487
C -1.502 1.508 -2.612 -0.547
C -1.914 2.486 -1.524 -1.784
N -1.733 1.818 -0.198 0.662
C -1.340 2.796 0.853 -1.630
C -0.835 2.144 2.130 -0.746
N 0.163 1.071 1.862 1.064
C 0.829 0.600 2.960 -0.049
N 1.373 -0.630 2.965 0.513
C 0.919 -1.738 2.139 -0.945
C 2.564 -0.942 3.762 -1.366
N 0.973 1.334 4.074 0.346
C 0.898 0.737 5.418 -1.143
C 1.360 2.750 4.069 -1.260
C -2.977 1.064 0.141 -1.824
C -2.701 -0.273 0.818 -0.649
N -1.646 -1.004 0.079 0.880
C -1.794 -2.350 -0.082 0.221
N -2.598 -3.067 0.715 0.193
C -3.363 -4.219 0.216 -1.149
C -2.683 -2.861 2.163 -0.920
N -1.134 -2.974 -1.062 0.319
C -0.848 -2.370 -2.360 -0.883
C -0.647 -4.353 -0.930 -1.151
N 2.061 1.652 -2.519 0.242
C 3.355 1.093 -2.927 -0.979
C 2.005 2.499 -1.336 -0.665
H 0.295 -0.346 -5.767 0.407
H -0.966 0.866 -5.546 0.381
H -0.678 -0.364 -4.293 0.098
H 1.068 2.321 -6.094 0.401
H 2.359 1.145 -5.829 0.395
H 2.258 2.609 -4.820 0.355
H -2.198 0.671 -2.676 0.372
H -1.513 2.028 -3.567 0.685
H -2.938 2.838 -1.646 0.363
H -1.259 3.352 -1.573 0.458
H -2.177 3.442 1.117 0.455
H -0.552 3.425 0.442 0.551
H -1.663 1.736 2.711 0.403
H -0.424 2.952 2.718 0.537
H -0.002 -1.471 1.632 0.107
H 0.717 -2.607 2.766 0.641
H 1.676 -2.022 1.410 0.218
H 2.327 -1.565 4.624 0.339
H 3.045 -0.030 4.101 0.450
H 3.264 -1.494 3.133 0.452
H 0.439 -0.247 5.373 0.318
H 0.272 1.381 6.033 0.430
H 1.877 0.663 5.890 0.391
H 1.701 3.056 3.084 0.376
H 2.192 2.874 4.761 0.414
H 0.551 3.395 4.409 0.385
H -3.507 0.860 -0.785 0.504
H -3.634 1.664 0.772 0.271
H -3.635 -0.829 0.807 0.899
H -2.420 -0.126 1.859 0.254
H -3.290 -4.288 -0.865 0.355
H -4.410 -4.074 0.484 0.401
H -3.024 -5.152 0.666 0.411
H -1.965 -2.115 2.492 0.203
H -2.448 -3.801 2.662 0.356
H -3.686 -2.559 2.468 0.336
H -1.143 -1.328 -2.371 -0.402
H -1.404 -2.904 -3.131 0.678
H 0.214 -2.444 -2.585 0.404
H -0.930 -4.782 0.023 0.463
H 0.442 -4.343 -1.000 0.329
H -1.036 -4.978 -1.733 0.364
H 3.240 0.514 -3.837 0.376
H 3.739 0.421 -2.159 0.111
H 4.085 1.881 -3.104 0.381
H 1.494 3.429 -1.568 0.394
H 3.016 2.728 -1.014 0.454
H 1.486 2.041 -0.485 0.503
F 2.828 0.536 0.764 0.323
B 4.020 -0.068 0.567 0.083
F 1.338 -0.886 -0.841 -1.122
F 4.076 -1.378 0.647 -0.241
F 5.057 0.692 0.324 -0.179
```

Properties
Charge: +3
Multiplicity: 1
Gap between HOMO and LUMO, eV: 9.056
LUMO, eV: -8.47
ΔE to the lowest compared entry with this formula, charge and spin, eV: 0.0934